1.
Entry from the OMol25 dataset: a structure of composition C31H37N5Rh (ωB97M-V/def2-TZVPD).

HOMO level (alpha / beta), eV: -10.6 / -10.6
Energy above the lowest of the compared OMol25 structures with the same formula, charge and spin, kJ/mol: 17.56
Total charge: +1
Calculated total energy, eV: -43201.121
Strongest force on any atom, eV Å⁻¹: 0.504

Geometry (Å):
Rh -0.537 -1.031 0.436
C -0.297 -3.531 -1.017
N 0.246 -2.153 -1.155
C 1.720 -2.224 -1.174
C -0.287 -1.520 -2.372
C 0.240 -1.785 -3.623
C -0.259 -1.123 -4.734
C -1.265 -0.184 -4.573
C -1.812 0.068 -3.325
C -1.355 -0.629 -2.207
N -1.790 -0.473 -0.879
C -2.907 0.251 -0.441
C -4.027 0.571 -1.209
C -5.054 1.324 -0.665
C -4.995 1.760 0.649
C -3.925 1.383 1.444
C -2.902 0.615 0.912
N -1.854 0.029 1.768
C -2.504 -1.044 2.580
C -1.263 1.005 2.716
H 0.011 -4.135 -1.873
H -1.385 -3.490 -0.984
H 0.089 -3.971 -0.100
H 2.063 -2.911 -1.948
H 2.049 -2.588 -0.203
H 2.118 -1.234 -1.365
H 1.048 -2.494 -3.740
H 0.150 -1.326 -5.713
H -1.626 0.369 -5.430
H -2.568 0.830 -3.223
H -4.114 0.204 -2.220
H -5.914 1.564 -1.275
H -5.795 2.356 1.066
H -3.915 1.667 2.487
H -3.219 -0.596 3.274
H -1.747 -1.588 3.137
H -3.042 -1.719 1.915
H -2.046 1.515 3.274
H -0.663 1.737 2.188
H -0.637 0.459 3.418
C -0.865 3.686 -0.301
C -0.415 2.278 -0.708
C 1.074 2.088 -0.809
C 1.781 2.945 -1.644
C 3.149 2.833 -1.806
C 3.831 1.841 -1.130
C 3.175 0.945 -0.292
C 4.043 -0.119 0.354
C 5.072 0.454 1.329
C 1.779 1.082 -0.125
N 1.124 0.164 0.770
C 1.677 -0.060 1.932
C 1.295 -1.202 2.649
C 1.551 -1.710 3.927
C 0.833 -2.900 4.011
C 0.174 -3.066 2.785
N 0.465 -2.059 1.952
H -1.843 3.919 -0.722
H -0.167 4.453 -0.635
H -0.947 3.780 0.784
H -0.855 2.015 -1.675
H -0.812 1.560 -0.008
H 1.242 3.715 -2.181
H 3.679 3.515 -2.457
H 4.901 1.741 -1.263
H 4.569 -0.646 -0.447
H 3.449 -0.870 0.870
H 5.711 1.192 0.846
H 5.711 -0.337 1.722
H 4.589 0.947 2.175
H 2.458 0.605 2.290
H 2.181 -1.268 4.683
H 0.810 -3.590 4.838
H -0.449 -3.893 2.474

***

2.
Entry from the OMol25 dataset: a structure of composition C31H37N6O4S2SbSe4Ti (ωB97M-V/def2-TZVPD).

HOMO level, eV: -7.7
Energy above the lowest of the compared OMol25 structures with the same formula, charge and spin, kJ/mol: 44.53
Calculated total energy, eV: -362592.263
Strongest force on any atom, eV Å⁻¹: 0.894

Geometry (Å):
Ti -0.327 -0.505 0.046
C -0.446 -1.397 6.322
C -1.699 -1.251 5.469
N -1.592 -1.926 4.181
C -0.918 -1.396 3.138
S -0.596 -2.448 1.800
N -0.574 -0.134 3.215
N 0.063 0.329 2.107
C 0.716 1.431 2.216
C 0.847 2.198 3.492
C 1.358 1.910 0.995
C 2.235 2.981 0.979
C 2.845 3.333 -0.216
C 2.547 2.621 -1.360
C 1.650 1.568 -1.271
N 1.090 1.210 -0.118
H -0.552 -0.838 7.253
H -0.263 -2.443 6.570
H 0.421 -1.013 5.784
H -2.568 -1.664 5.983
H -1.903 -0.201 5.273
H -1.703 -2.926 4.159
H 0.172 1.794 4.238
H 1.870 2.126 3.868
H 0.622 3.253 3.327
H 2.458 3.515 1.891
H 3.549 4.155 -0.244
H 2.998 2.850 -2.314
H 1.392 0.971 -2.132
C 2.282 -2.148 -5.970
O 1.182 -3.033 -5.770
C 0.433 -2.848 -4.679
C -0.643 -3.757 -4.514
C -1.457 -3.644 -3.432
C -1.239 -2.647 -2.450
C -2.137 -2.434 -1.367
C -3.428 -3.179 -1.221
O -1.887 -1.579 -0.476
C -0.143 -1.758 -2.622
O 0.117 -0.808 -1.763
C 0.668 -1.856 -3.751
H 2.753 -2.465 -6.895
H 2.995 -2.212 -5.146
H 1.935 -1.117 -6.068
H -0.787 -4.523 -5.264
H -2.282 -4.333 -3.309
H -3.214 -4.213 -0.939
H -3.990 -3.189 -2.153
H -4.014 -2.710 -0.433
H 1.505 -1.176 -3.830
C -2.041 4.261 1.123
C -2.768 4.557 -0.188
N -2.028 4.112 -1.369
C -1.175 5.070 -2.061
C 0.282 5.029 -1.623
C -2.099 2.828 -1.768
S -1.189 2.179 -3.017
N -3.074 2.086 -1.136
C -2.785 1.165 -0.307
O -1.554 0.947 0.121
C -3.898 0.321 0.221
C -4.971 0.017 -0.610
C -6.000 -0.791 -0.148
C -5.969 -1.282 1.151
C -4.907 -0.962 1.987
C -3.871 -0.164 1.522
H -2.676 4.520 1.972
H -1.115 4.833 1.201
H -1.796 3.199 1.188
H -2.941 5.628 -0.292
H -3.737 4.061 -0.188
H -1.597 6.059 -1.880
H -1.241 4.862 -3.129
H 0.377 5.177 -0.545
H 0.849 5.813 -2.128
H 0.714 4.065 -1.884
H -4.982 0.413 -1.617
H -6.828 -1.037 -0.801
H -6.774 -1.909 1.513
H -4.882 -1.336 3.002
H -3.041 0.080 2.167
Se 3.890 -0.459 -3.191
Sb 4.054 -1.655 -1.145
Se 6.022 -2.047 0.086
Se 2.272 -3.437 -0.620
Se 2.075 -1.432 0.598

***

3.
Entry from the OMol25 dataset: a structure of composition C31H38AuN2P2Si2 (ωB97M-V/def2-TZVPD).

HOMO level, eV: -3.8
Total charge: -1
Calculated total energy, eV: -73773.506
Strongest force on any atom, eV Å⁻¹: 0.506

Geometry (Å):
Au 0.098 0.447 -0.921
C -2.819 1.584 -2.770
Si -3.210 1.306 -0.966
C -3.556 2.971 -0.183
C -4.783 0.295 -0.891
N -1.858 0.559 -0.231
P -1.645 -0.335 1.155
C -0.170 -0.806 1.705
P 1.405 -0.809 1.237
N 1.913 -0.319 -0.271
Si 3.427 -0.358 -1.067
C 3.780 -2.060 -1.765
C 4.875 0.135 0.012
C 3.363 0.846 -2.492
C 2.099 -2.514 1.392
C 1.287 -3.561 0.950
C 1.764 -4.861 0.905
C 3.061 -5.148 1.323
C 3.869 -4.123 1.787
C 3.389 -2.816 1.814
C 2.373 0.192 2.448
C 2.587 1.543 2.170
C 3.190 2.376 3.100
C 3.601 1.871 4.329
C 3.384 0.533 4.621
C 2.768 -0.295 3.688
C -2.712 -1.828 0.962
C -2.772 -2.443 -0.290
C -3.448 -3.641 -0.464
C -4.086 -4.247 0.614
C -4.022 -3.652 1.864
C -3.333 -2.456 2.034
C -2.493 0.672 2.451
C -3.865 0.677 2.683
C -4.437 1.563 3.593
C -3.640 2.466 4.275
C -2.265 2.468 4.055
C -1.699 1.574 3.161
H -3.629 2.094 -3.300
H -2.631 0.626 -3.262
H -1.910 2.187 -2.862
H -4.269 3.564 -0.764
H -2.619 3.530 -0.108
H -3.952 2.852 0.830
H -5.599 0.860 -1.356
H -5.079 0.062 0.133
H -4.671 -0.652 -1.425
H 4.047 -2.766 -0.974
H 4.593 -2.042 -2.499
H 2.879 -2.438 -2.256
H 4.968 -0.502 0.893
H 4.777 1.165 0.361
H 5.804 0.049 -0.563
H 2.541 0.579 -3.163
H 4.292 0.860 -3.070
H 3.171 1.856 -2.119
H 0.265 -3.336 0.659
H 1.120 -5.657 0.550
H 3.433 -6.165 1.295
H 4.876 -4.333 2.126
H 4.041 -2.030 2.174
H 2.270 1.942 1.212
H 3.343 3.423 2.865
H 4.080 2.517 5.055
H 3.686 0.129 5.580
H 2.573 -1.329 3.946
H -2.278 -1.973 -1.134
H -3.480 -4.104 -1.443
H -4.621 -5.180 0.480
H -4.502 -4.122 2.715
H -3.260 -2.022 3.025
H -4.508 -0.015 2.155
H -5.508 1.545 3.760
H -4.083 3.161 4.979
H -1.631 3.165 4.591
H -0.625 1.546 3.009

***

4.
Entry from the OMol25 dataset: a structure of composition C31H38ClCoN2O4P2Si2 at a distorted geometry (ωB97M-V/def2-TZVPD).

HOMO level (alpha / beta), eV: -3.6 / -3.6
Spin multiplicity: 2
Total charge: -1
Calculated total energy, eV: -128412.048
Strongest force on any atom, eV Å⁻¹: 3.438

Geometry (Å):
Co -1.259 0.723 1.113
C -4.181 -1.534 0.285
Si -2.563 -2.128 1.104
C -2.501 -4.031 0.847
C -2.550 -1.959 3.007
N -1.248 -1.189 0.466
P 0.016 -1.642 -0.437
C 1.377 -0.647 -0.793
P 1.319 1.016 -0.350
N 0.474 1.660 0.883
Si 0.265 3.347 1.270
C 0.156 3.462 3.167
C 1.675 4.517 0.710
C -1.284 4.126 0.452
C 0.881 1.916 -1.880
C 1.771 2.241 -2.895
C 1.313 2.854 -4.048
C -0.038 3.115 -4.210
C -0.941 2.732 -3.227
C -0.482 2.129 -2.072
C 3.062 1.397 0.078
C 3.837 2.481 -0.306
C 5.063 2.712 0.295
C 5.533 1.863 1.283
C 4.775 0.764 1.658
C 3.550 0.541 1.061
C -0.684 -2.306 -2.005
C -0.855 -1.391 -3.037
C -1.566 -1.731 -4.173
C -2.118 -2.997 -4.291
C -1.926 -3.924 -3.280
C -1.206 -3.585 -2.148
C 0.826 -3.065 0.380
C 1.382 -4.163 -0.262
C 2.041 -5.132 0.476
C 2.183 -4.991 1.847
C 1.670 -3.870 2.486
C 0.998 -2.913 1.752
H -5.040 -2.052 0.700
H -4.177 -1.685 -0.791
H -4.313 -0.474 0.463
H -3.097 -4.528 1.607
H -1.489 -4.415 0.926
H -2.900 -4.314 -0.120
H -3.526 -2.189 3.420
H -2.303 -0.945 3.300
H -1.822 -2.623 3.467
H 1.094 3.215 3.654
H -0.599 2.776 3.531
H -0.134 4.465 3.463
H 2.633 4.228 1.127
H 1.464 5.533 1.028
H 1.767 4.523 -0.371
H -2.095 3.410 0.375
H -1.079 4.502 -0.548
H -1.646 4.947 1.063
H 2.819 2.007 -2.782
H 2.015 3.133 -4.824
H -0.389 3.606 -5.109
H -2.000 2.907 -3.364
H -1.169 1.803 -1.292
H 3.480 3.167 -1.058
H 5.645 3.575 0.000
H 6.478 2.067 1.770
H 5.138 0.094 2.425
H 2.931 -0.298 1.351
H -0.423 -0.405 -2.927
H -1.695 -1.007 -4.967
H -2.695 -3.262 -5.167
H -2.346 -4.918 -3.369
H -1.057 -4.315 -1.368
H 1.290 -4.266 -1.334
H 2.436 -6.009 -0.020
H 2.696 -5.753 2.416
H 1.789 -3.756 3.555
H 0.581 -2.028 2.219
O -2.225 1.295 3.105
Cl -3.419 1.783 2.482
O -3.579 3.159 2.761
O -4.538 1.052 2.938
O -3.268 1.596 1.057

***

5.
Entry from the OMol25 dataset: a structure of composition C31H38IN2P2PtSi2 at a distorted geometry (ωB97M-V/def2-TZVPD).

HOMO level (alpha / beta), eV: -10.8 / -11.6
Spin multiplicity: 5
Total charge: +1
Calculated total energy, eV: -81419.643
Strongest force on any atom, eV Å⁻¹: 1.482

Geometry (Å):
Pt -0.095 -0.053 2.034
C -2.070 4.311 0.151
Si -1.502 3.253 1.636
C -0.108 4.232 2.512
C -2.866 2.657 2.821
N -0.831 1.773 0.966
P 0.242 1.642 -0.237
C 0.871 0.027 -0.030
P 0.481 -1.655 -0.244
N -0.700 -1.849 0.850
Si -1.486 -3.264 1.529
C -0.109 -4.499 2.020
C -2.451 -2.538 3.003
C -2.611 -4.116 0.246
C -0.061 -2.195 -1.884
C -0.256 -3.553 -2.111
C -0.792 -3.971 -3.314
C -1.116 -3.045 -4.293
C -0.903 -1.696 -4.072
C -0.382 -1.268 -2.865
C 1.969 -2.564 0.259
C 2.615 -3.526 -0.505
C 3.678 -4.225 0.042
C 4.104 -3.961 1.333
C 3.476 -2.983 2.088
C 2.412 -2.290 1.548
C 1.644 2.744 0.063
C 2.483 2.330 1.091
C 3.517 3.138 1.515
C 3.716 4.370 0.911
C 2.872 4.790 -0.105
C 1.829 3.986 -0.530
C -0.578 2.010 -1.803
C -1.949 1.778 -1.862
C -2.642 2.089 -3.016
C -1.964 2.620 -4.103
C -0.591 2.799 -4.056
C 0.114 2.482 -2.910
H -2.409 5.282 0.494
H -2.880 3.856 -0.409
H -1.241 4.474 -0.534
H -0.523 5.041 3.104
H 0.571 4.678 1.790
H 0.478 3.606 3.179
H -3.470 3.490 3.164
H -2.430 2.185 3.699
H -3.534 1.939 2.355
H 0.595 -4.065 2.724
H 0.454 -4.824 1.148
H -0.541 -5.379 2.482
H -1.780 -2.290 3.822
H -3.180 -3.247 3.384
H -2.992 -1.635 2.727
H -2.037 -4.687 -0.474
H -3.240 -3.421 -0.301
H -3.254 -4.813 0.772
H 0.012 -4.270 -1.350
H -0.966 -5.021 -3.490
H -1.533 -3.375 -5.231
H -1.148 -0.971 -4.833
H -0.217 -0.217 -2.686
H 2.296 -3.744 -1.512
H 4.174 -4.982 -0.545
H 4.929 -4.518 1.751
H 3.805 -2.768 3.093
H 1.894 -1.535 2.138
H 2.290 1.374 1.568
H 4.158 2.813 2.318
H 4.517 5.008 1.246
H 3.024 5.756 -0.561
H 1.157 4.338 -1.297
H -2.452 1.364 -1.000
H -3.705 1.917 -3.076
H -2.502 2.879 -5.001
H -0.065 3.181 -4.917
H 1.187 2.597 -2.877
I 0.602 0.207 4.452

***

6.
Entry from the OMol25 dataset: a structure of composition C31H38N7O2STi at a distorted geometry (ωB97M-V/def2-TZVPD).

HOMO level (alpha / beta), eV: -6.8 / -6.8
Spin multiplicity: 2
Calculated total energy, eV: -81240.823
Strongest force on any atom, eV Å⁻¹: 3.286

Geometry (Å):
Ti -0.262 -0.231 0.113
C 1.733 0.462 -3.041
N 1.259 -0.869 -2.558
C 0.364 -1.500 -3.513
C -0.375 -2.798 -3.049
C -0.815 -2.844 -1.604
N -1.349 -1.580 -1.118
C -2.567 -1.205 -1.532
C -2.922 0.100 -1.912
C -4.299 0.289 -2.265
C -4.727 1.559 -2.629
C -3.801 2.610 -2.649
C -2.447 2.432 -2.345
C -1.976 1.215 -1.856
O -0.741 1.069 -1.434
C 2.410 -1.710 -2.259
C 2.961 -1.347 -0.886
C 2.390 -2.020 0.341
N 0.979 -1.773 0.664
C 0.537 -2.699 1.537
C -0.615 -2.788 2.327
C -0.674 -3.912 3.203
C -1.749 -4.005 4.045
C -2.780 -3.021 4.029
C -2.762 -1.940 3.133
C -1.624 -1.780 2.326
O -1.456 -0.733 1.548
H 2.608 0.387 -3.714
H 2.002 1.074 -2.185
H 0.932 0.977 -3.571
H 0.906 -1.737 -4.462
H -0.433 -0.784 -3.780
H 0.217 -3.693 -3.268
H -1.259 -2.857 -3.690
H 0.058 -3.131 -1.007
H -1.603 -3.579 -1.479
H -3.354 -1.990 -1.657
H -4.947 -0.594 -2.221
H -5.746 1.759 -2.963
H -4.229 3.580 -2.939
H -1.767 3.279 -2.456
H 3.215 -1.594 -3.029
H 2.135 -2.768 -2.267
H 2.849 -0.276 -0.723
H 4.043 -1.476 -0.878
H 2.992 -1.645 1.189
H 2.557 -3.119 0.292
H 1.241 -3.551 1.650
H 0.103 -4.669 3.159
H -1.833 -4.825 4.756
H -3.623 -3.149 4.722
H -3.598 -1.229 3.124
C 5.273 0.956 0.889
C 4.750 1.437 2.240
N 3.597 0.670 2.722
C 2.324 0.855 2.257
S 1.028 0.442 3.271
N 2.280 1.338 0.982
N 0.981 1.536 0.670
C 0.544 2.784 0.761
C 1.417 3.988 0.846
C -0.845 2.948 0.912
C -1.550 4.176 0.820
C -2.945 4.062 0.902
C -3.526 2.868 1.336
C -2.750 1.729 1.454
N -1.473 1.760 1.093
H 6.321 1.274 0.758
H 4.694 1.380 0.086
H 5.300 -0.132 0.809
H 4.517 2.518 2.183
H 5.524 1.256 2.981
H 3.635 0.374 3.688
H 1.423 4.389 1.862
H 1.126 4.769 0.136
H 2.434 3.668 0.566
H -1.018 5.115 0.630
H -3.513 4.912 0.550
H -4.593 2.802 1.572
H -3.115 0.756 1.804